No. 1
ORCA calculation (ωB97M-V/def2-TZVPD) on 41 unconnected molecules or ions with the total composition C6H94O41 at a distorted geometry.

```
! RIJCOSX wB97M-V def2-TZVPD def2/J DEFGRID3
* xyz 0 1
O 24.811 17.014 -5.774
H 25.005 17.772 -5.217
H 24.068 16.498 -5.454
H 25.585 16.446 -5.798
O 22.154 15.566 -7.514
H 22.189 15.575 -6.554
H 21.279 15.677 -7.892
H 22.837 16.061 -7.973
C 21.546 15.732 -2.747
C 21.643 16.010 -4.223
C 21.410 17.536 -4.683
O 22.765 15.487 -4.791
H 20.688 16.233 -2.298
H 22.402 16.043 -2.147
H 21.357 14.664 -2.633
H 20.784 15.579 -4.739
H 21.200 17.773 -5.726
H 22.313 18.109 -4.470
H 20.656 18.113 -4.147
C 24.032 20.319 -8.278
C 23.180 19.204 -7.735
C 21.715 19.573 -8.098
O 23.539 17.914 -8.234
H 23.477 21.235 -8.481
H 24.462 20.190 -9.271
H 24.923 20.490 -7.673
H 23.215 19.166 -6.646
H 21.568 19.331 -9.151
H 21.363 20.604 -8.059
H 21.094 18.926 -7.480
O 19.772 16.543 -8.205
H 19.107 17.225 -8.107
H 20.115 16.667 -9.089
O 19.942 11.656 -6.054
H 20.807 11.590 -5.650
H 20.006 12.412 -6.637
O 17.988 18.612 -7.227
H 18.302 19.169 -7.939
H 17.140 18.984 -6.987
O 21.418 21.669 -3.564
H 22.001 20.932 -3.381
H 20.861 21.734 -2.788
O 22.308 12.433 -4.753
H 22.805 12.193 -3.972
H 22.258 13.389 -4.722
O 25.041 18.903 -0.097
H 24.872 17.988 0.127
H 24.898 19.380 0.721
O 26.096 15.583 -1.975
H 25.698 14.995 -2.617
H 25.575 15.459 -1.181
O 18.385 19.855 -3.761
H 17.572 20.336 -3.919
H 18.893 19.972 -4.563
O 22.434 12.679 0.777
H 22.267 11.766 1.012
H 22.591 13.117 1.613
O 27.051 15.895 -5.646
H 27.727 16.060 -6.304
H 27.475 15.322 -5.006
O 26.478 11.874 -2.009
H 26.017 12.638 -2.354
H 26.858 11.453 -2.780
O 20.012 16.914 0.345
H 19.184 17.016 0.814
H 19.945 17.520 -0.394
O 19.777 20.757 -5.845
H 20.474 20.867 -5.198
H 20.232 20.745 -6.687
O 17.580 12.638 -3.994
H 17.610 13.567 -3.765
H 18.451 12.450 -4.344
O 20.583 20.134 1.073
H 19.823 20.366 1.606
H 20.629 19.179 1.123
O 27.380 17.559 -0.556
H 27.017 16.895 -1.143
H 26.666 18.184 -0.429
O 21.737 14.152 2.870
H 21.913 14.953 2.376
H 20.791 14.025 2.791
O 17.108 17.530 -2.230
H 17.633 16.733 -2.299
H 17.713 18.236 -2.455
O 23.198 19.715 -2.116
H 23.855 19.447 -1.473
H 22.388 19.303 -1.817
O 25.221 14.783 -7.722
H 24.837 14.982 -8.575
H 26.156 14.954 -7.833
O 17.120 12.550 -0.904
H 17.823 13.184 -0.762
H 16.917 12.621 -1.837
O 24.632 15.849 0.403
H 23.890 16.159 0.922
H 24.972 15.100 0.894
O 25.579 12.611 -6.167
H 25.470 13.440 -6.633
H 24.793 12.110 -6.383
O 21.705 16.656 -10.145
H 22.266 16.256 -10.810
H 22.296 17.208 -9.634
O 19.979 18.909 -1.605
H 19.740 19.000 -2.528
H 19.375 19.491 -1.143
O 19.837 13.686 -7.670
H 19.840 13.716 -8.626
H 19.153 14.306 -7.413
O 23.171 11.723 -7.273
H 22.446 12.006 -6.716
H 23.088 12.255 -8.064
O 17.950 22.654 -6.102
H 17.082 22.424 -5.771
H 18.525 21.968 -5.764
O 17.488 15.224 -6.207
H 16.872 15.228 -5.475
H 18.112 15.920 -5.999
O 23.135 9.522 -2.439
H 23.060 10.468 -2.568
H 23.949 9.283 -2.881
O 24.843 18.840 -4.025
H 24.221 18.920 -3.302
H 25.597 19.363 -3.751
O 24.030 22.990 -4.175
H 23.185 22.660 -3.871
H 24.496 23.230 -3.374
O 18.640 15.127 -3.338
H 19.480 15.362 -3.733
H 18.852 14.921 -2.428
O 22.524 16.984 1.809
H 21.631 17.028 1.467
H 22.517 17.564 2.571
O 19.417 14.285 -0.727
H 19.737 14.964 -0.133
H 19.788 13.472 -0.382
O 24.769 13.805 -3.575
H 25.123 13.449 -4.390
H 23.975 14.270 -3.842
O 23.184 12.199 -2.019
H 22.917 12.467 -1.140
H 23.792 12.882 -2.304
*
```

Calculated values
HOMO energy in eV: -7.812
M in g/mol: 822.8
DFT total energy in eV: -91696.3248
HOMO-LUMO gap in eV: 6.766
LUMO in eV: -1.0

***

No. 2
ORCA calculation (ωB97M-V/def2-TZVPD) on a molecular structure, C6H9AsN11S9SbTc at a distorted geometry.

```
! RIJCOSX wB97M-V def2-TZVPD def2/J DEFGRID3
* xyz -1 1
Tc 1.786 -1.405 2.138
S 2.002 2.690 5.974
As 2.535 0.973 4.956
S 3.142 -2.092 3.609
S 1.550 0.904 2.795
S 3.461 1.653 2.936
N 3.343 -2.546 -0.712
C 2.405 -3.384 -0.147
N 2.014 -4.537 -0.650
N 1.011 -4.935 0.145
N 0.810 -4.088 1.082
N 1.687 -3.073 0.953
C 3.071 -1.198 -0.659
N 3.286 -0.327 -1.623
N 2.772 0.826 -1.163
N 2.294 0.675 0.011
N 2.466 -0.612 0.392
H 3.715 -2.865 -1.594
S -4.238 -1.818 1.342
Sb -2.478 -3.219 1.055
S -1.024 -1.306 -0.154
S -0.225 -1.452 3.289
S -1.285 -3.150 3.334
S -1.506 0.450 0.731
C -1.878 1.429 -0.655
N -1.887 2.750 -0.506
C -2.059 3.630 -1.653
C -3.037 2.975 -2.622
C -2.475 1.615 -3.021
N -2.147 0.872 -1.817
H -1.545 3.126 0.364
H -1.097 3.795 -2.150
H -2.432 4.589 -1.298
H -3.177 3.601 -3.502
H -4.001 2.838 -2.128
H -1.573 1.734 -3.630
H -3.199 1.028 -3.585
H -2.088 -0.145 -1.838
*
```

Calculated values
HOMO energy in eV: -5.004
M in g/mol: 818.5
DFT total energy in eV: -189855.5120
HOMO-LUMO gap in eV: 5.636
LUMO in eV: 0.6

***

No. 3
ORCA calculation (ωB97M-V/def2-TZVPD) on C6H9BO2S in the gas phase at a distorted geometry.

```
! RIJCOSX wB97M-V def2-TZVPD def2/J DEFGRID3
* xyz 0 1
O 0.639 2.653 0.248
B 0.772 1.349 -0.228
O 0.930 1.164 -1.520
C 0.756 0.236 0.981
C 1.371 -1.051 0.364
C 0.590 -1.741 -0.461
C -0.784 -1.305 -0.664
C -1.322 -0.356 0.188
S -2.738 0.467 -0.229
C -0.696 0.055 1.494
H 0.780 3.330 -0.321
H 1.044 1.944 -2.089
H 1.252 0.675 1.803
H 2.485 -1.199 0.379
H 0.855 -2.664 -1.153
H -1.253 -1.421 -1.685
H -3.054 0.070 -1.451
H -0.926 -0.575 2.330
H -1.110 1.020 1.756
*
```

Calculated values
HOMO energy in eV: -7.486
M in g/mol: 156.0
DFT total energy in eV: -21975.2862
HOMO-LUMO gap in eV: 7.736
SMILES: OB(O)[C@@H]1C=CC=C(S)C1
LUMO in eV: 0.2

***

No. 4
ORCA calculation (ωB97M-V/def2-TZVPD) on 2 unconnected molecules or ions with the total composition C6H9BO2S at a distorted geometry.

```
! RIJCOSX wB97M-V def2-TZVPD def2/J DEFGRID3
* xyz 0 1
B -1.055 -1.660 0.447
C -2.689 1.849 0.439
C -1.876 0.790 1.010
C -3.492 1.355 -0.518
C -1.929 -0.452 0.435
C 1.129 -1.198 -0.875
C 1.657 -0.143 -0.026
O -0.806 -2.809 0.961
O 3.074 -0.037 -0.283
S -3.226 -0.317 -0.825
H -2.804 2.826 0.937
H -1.322 1.197 1.837
H -4.150 1.935 -1.155
H 0.583 -1.052 -1.770
H 1.869 -1.919 -0.973
H 1.226 0.841 -0.211
H 1.504 -0.415 1.027
H -1.327 -3.196 1.610
H 3.397 0.672 0.218
*
```

Calculated values
HOMO energy (spin up / spin down) in eV: -6.944 / -6.941
M in g/mol: 156.0
DFT total energy in eV: -21971.2686
HOMO-LUMO gap (spin up / spin down) in eV: 7.169 / 7.167
LUMO (spin up / spin down) in eV: 0.2 / 0.2